1.
Density functional theory data (ωB97M-V/def2-TZVPD) for a molecular structure, C34H61N6O3SSi4V.

```
110
Properties=species:S:1:pos:R:3:forces:R:3:mulliken_charge:R:1
H -2.04902 -0.45854 8.36552 0.0 0.0 0.0 0.3938
C 3.88009 0.74979 4.06071 -0.2 0.0 0.0 -1.1641
N -0.11710 0.18119 2.73323 0.5 0.3 -0.1 0.7074
H 4.96756 0.43635 -0.41818 0.0 0.0 0.0 0.5061
N 1.91871 0.30207 0.95873 0.2 0.1 0.2 1.1806
H 3.32702 -1.66620 -3.94360 0.0 -0.1 0.0 0.3611
C 2.23841 0.44414 2.27379 -0.1 -0.3 0.1 -0.6642
H -2.72909 0.09019 -1.07173 -0.1 -0.1 0.0 -0.6974
H -4.87280 -2.55273 1.39397 -0.1 0.0 0.0 0.5046
C -1.30913 -2.29205 -5.02335 0.0 -0.1 0.1 -1.3052
C -0.78975 4.37903 0.34110 -0.1 0.1 0.0 -1.4278
H 1.28479 -0.79383 -5.84575 0.0 0.0 0.0 0.2500
C 1.17336 0.42753 3.23222 -0.1 -0.2 -0.3 -0.4701
C 0.57347 3.89408 -0.17861 -0.1 -0.1 -0.2 0.8052
H 5.61476 0.68142 2.00196 0.0 0.0 0.0 0.3901
C 1.15883 -3.25118 0.66115 0.2 0.0 -0.2 0.6315
H -2.81723 3.83858 0.72463 0.0 0.0 0.0 0.3415
H 1.21480 0.96261 -5.98021 0.0 0.0 0.1 0.3169
H 0.53828 2.82224 -0.39186 0.0 0.0 0.0 -0.5979
N -3.03703 -0.56587 -0.36446 0.1 0.1 -0.1 0.6670
H 2.77972 0.14697 -5.83663 0.0 0.0 -0.1 0.4013
C 0.10984 -4.36370 0.62837 0.0 -0.1 0.1 -1.1807
H -1.04256 5.34686 -0.10473 0.0 -0.1 0.0 0.3406
Si -0.15148 -0.08989 -2.32095 0.1 -0.1 -0.3 1.0066
H -1.46684 -3.35375 -5.23658 -0.1 -0.1 -0.1 0.3551
H 0.77906 -2.50110 2.65371 -0.1 0.1 0.0 -0.0817
H -0.20160 3.37930 -3.71020 0.1 0.0 -0.1 0.2693
H -1.39419 3.53322 -2.43828 0.0 -0.1 -0.1 -0.0069
H 1.90506 -3.86615 2.62357 0.0 0.0 0.0 0.5746
H 1.41517 -3.20523 -4.01828 0.1 0.0 0.0 0.3354
H -1.02479 -3.72463 5.79431 0.0 0.0 0.0 0.4456
N -1.61284 2.08396 0.63960 0.3 -0.1 0.1 -0.1192
C -2.14350 -3.08723 -2.32123 0.0 0.0 -0.1 -0.8553
H -1.85318 1.10416 6.43998 0.0 0.0 0.0 0.4873
H -2.21915 -4.10427 -2.71762 0.0 -0.1 0.0 0.4728
H 0.81977 4.38890 -1.12035 0.0 0.0 0.0 0.6605
C 1.73905 0.13509 -5.49907 0.0 0.0 0.0 -1.3329
H -3.72062 0.02360 -3.16231 0.0 -0.1 0.0 0.2472
O 0.71798 -2.13000 -0.00931 -0.1 0.2 0.2 -0.6378
Si -1.55016 1.27345 -3.62192 0.0 0.0 0.0 1.2595
C -1.69085 0.04310 6.31390 0.0 -0.1 0.0 -0.3877
C -4.10820 -1.96185 0.92715 0.0 0.1 -0.1 -1.4996
C 0.74677 -3.40212 -3.17930 -0.2 0.0 -0.2 -0.6924
H -0.82076 1.79785 -5.94341 0.0 0.0 0.0 0.3731
C -3.39732 1.06746 -3.16415 0.0 0.1 -0.1 -1.5513
H 3.05309 0.93084 6.01575 0.0 0.0 0.0 0.4075
C -1.22130 -2.67024 5.93964 0.0 0.0 0.0 -0.9375
C -2.74628 -1.90190 1.25014 0.1 0.0 -0.2 -0.4826
C -4.25356 -1.07781 -0.12274 0.1 -0.1 0.0 -0.5792
H -0.15158 -4.60314 -0.40207 0.0 0.0 -0.1 0.1144
O -2.55409 0.43513 2.95738 0.1 0.2 0.1 -0.8682
S -1.31320 0.66548 3.66203 -0.2 -0.3 0.0 1.6238
H 0.47118 -5.27537 1.11465 0.0 0.0 0.0 0.4531
C -1.22511 3.13319 -3.43472 -0.1 0.0 -0.1 -0.9881
C 3.57243 0.57603 2.68809 0.3 0.2 0.0 1.4597
H 4.91406 0.85559 4.36365 0.0 0.0 0.0 0.3870
C 4.23901 0.45017 0.38029 -0.3 0.0 0.0 -0.9480
H -0.58519 -1.91238 -5.74462 0.1 0.0 0.0 0.3060
N -2.10711 -1.06195 0.45233 0.0 0.0 0.1 1.6659
N 1.56572 3.26541 1.97266 0.0 0.1 0.1 -0.2601
H 3.44280 2.13669 -3.83861 0.1 0.0 0.0 0.4513
H -3.65162 1.51008 -2.19795 0.0 0.0 0.1 0.3837
C 1.51460 0.62916 4.54833 0.2 0.1 0.4 -0.1120
H -3.09400 -2.58708 -2.51712 -0.1 0.0 0.0 0.2624
C 2.49187 2.01564 -3.31161 0.0 -0.1 -0.1 -1.0798
H 2.43512 -2.26129 2.11319 0.0 0.0 0.0 0.1711
H 4.11793 -0.44190 -2.96101 0.1 0.0 0.0 0.4693
H 2.05551 -3.65716 0.13794 -0.1 0.0 0.1 0.1867
H -2.52831 1.38374 -5.89841 -0.1 0.0 -0.1 0.4177
C 1.59750 -2.95799 2.09434 0.0 -0.1 0.1 -1.2535
H -0.83933 -2.15981 3.88905 0.0 0.0 -0.1 -0.3449
H -5.10092 -0.79030 -0.71884 -0.1 0.0 0.0 0.4645
C -1.96913 3.42384 0.16209 -0.1 0.0 -0.1 -0.5607
H 2.65559 3.95099 0.35112 0.0 0.0 0.0 0.4300
H 1.68750 5.22185 1.09798 0.0 0.0 -0.1 0.4007
H 1.30656 -3.32583 -2.25382 0.0 0.0 0.2 -0.1372
C -1.36627 -0.44862 5.05929 -0.1 0.0 0.0 -0.2057
H -0.99298 2.19886 1.43612 0.0 0.0 0.1 -0.6231
V -0.02850 -0.31792 0.45835 -0.9 -0.1 -0.1 1.2348
H 2.65003 2.24489 -2.25955 0.0 0.0 0.2 0.0752
C 2.87058 0.30794 0.06365 0.3 0.0 0.1 0.1186
C -1.79177 -0.83500 7.38405 0.0 0.0 0.0 -0.6693
H -1.99691 -3.14701 -1.24757 0.1 0.0 0.2 -0.0794
H 1.80419 2.76663 -3.69490 -0.1 0.1 -0.1 0.2673
H -0.80402 -4.04566 1.13547 0.0 0.1 0.0 0.1238
H -2.25284 -1.77238 -5.19553 0.0 0.0 0.1 0.3064
H 2.94392 -1.54952 -2.23515 -0.1 -0.1 0.2 0.1773
H -1.30731 0.10450 -5.91057 0.0 0.1 0.1 0.2812
H -3.99396 1.59359 -3.91406 -0.1 0.0 0.0 0.5448
H 0.76188 0.67695 5.32140 0.0 0.0 -0.1 0.3308
H 0.74099 3.45564 2.53171 0.0 0.0 0.0 0.1235
H 2.54122 0.17292 -0.94809 0.0 0.0 -0.3 -0.6828
H 0.36966 -4.42402 -3.28780 0.0 -0.1 0.0 0.4277
H -1.62342 -2.86946 8.03689 0.0 0.0 0.0 0.3732
H -2.41398 1.59561 1.02134 -0.1 0.0 0.0 0.3133
H -2.29132 3.37474 -0.88365 0.1 -0.1 0.2 0.2198
Si -0.72416 -2.21777 -3.21356 0.1 0.3 0.1 0.4644
C -1.54402 1.09522 -5.52186 0.1 0.0 0.0 -1.3945
H 2.36074 3.35080 2.59476 0.0 0.0 0.0 0.2481
C -1.12629 -1.80075 4.86618 0.0 0.1 0.1 0.4307
H -0.70533 4.57260 1.41616 0.0 0.0 0.0 0.5357
Si 1.79345 0.26984 -3.60995 -0.1 -0.1 0.3 0.7726
C 2.85464 0.78803 4.96106 0.0 0.0 -0.2 -0.8943
H -2.19612 -2.41609 2.01747 0.0 0.0 0.1 0.1084
C 4.58063 0.57947 1.69297 0.0 0.0 0.0 -1.2931
O -1.09339 1.98337 4.22657 -0.1 0.0 -0.1 -0.7834
C 3.17147 -0.96566 -3.12146 0.0 0.2 -0.2 -1.3831
C -1.55470 -2.18839 7.19889 0.0 0.0 0.0 -0.4750
C 1.68969 4.15263 0.82131 0.0 0.1 0.1 -1.5247
H -1.88883 3.65159 -4.13466 0.0 0.1 0.0 0.4160
```
Positions in Å, forces in eV/Å.

As for the charge: -1. As for the expectation value of S²: 3.762. The energy above the lowest of the compared OMol25 structures with the same formula, charge and spin is 39.2 kcal/mol. As for the gap between HOMO and LUMO (spin up / spin down): 6.2 / 6.7 eV. The spin multiplicity is 4. Its molar mass is 797.3 g/mol. Its total energy is -119370.411 eV. The HOMO energy (spin up / spin down) comes out at -0.13661 / -0.15550 Eh. Its LUMO energy (spin up / spin down) is 0.0912 / 0.0912 Ha.

2.
Density functional theory data (ωB97M-V/def2-TZVPD) for a molecular structure, C34H61N9O3SbSi3Y.

```
112
Properties=species:S:1:pos:R:3:forces:R:3:mulliken_charge:R:1
H -0.08857 -1.77729 6.64011 0.0 0.0 0.0 0.4387
N -0.68425 -2.19441 -1.74543 0.0 0.3 0.0 0.7508
H -3.14462 -1.56637 -1.40617 0.0 0.0 0.0 0.2152
H 1.14589 -4.24882 1.45448 0.0 0.0 0.0 0.5913
N -2.42661 3.71911 -6.58861 0.1 0.0 0.0 -0.5770
H -3.92488 -0.08602 2.18802 0.0 0.0 0.0 0.3535
C -1.46536 -0.62563 4.07555 0.0 0.0 0.0 -0.7090
C 0.45858 2.36295 1.80527 0.0 0.0 0.0 -0.5549
H 2.24283 0.83969 4.76671 0.1 0.0 0.0 0.8369
C 1.36296 -1.02524 2.90442 0.0 0.0 0.0 2.7550
H -0.77718 -4.71157 -3.97331 0.0 0.0 0.0 0.4686
N -1.49359 6.65841 -3.17561 0.0 0.0 0.0 -0.5795
H 1.59891 -3.94896 -4.29284 0.0 0.0 0.0 0.4545
H 0.46631 -4.13707 3.98544 0.0 0.0 0.0 0.3514
H -3.74448 2.82862 2.34105 0.0 0.0 0.0 0.4611
C -0.36665 -3.88989 -3.40437 0.0 0.0 0.0 -1.0999
C -1.50331 5.63597 -3.70987 0.0 0.0 0.0 -0.0520
N -0.44987 2.46252 -2.91757 0.1 -0.1 0.0 0.1203
H -3.65819 -2.28185 -3.53837 0.0 0.0 0.0 0.4271
C -3.98649 -1.27542 -3.27551 0.0 0.0 0.0 -0.9095
C 1.23224 0.47273 2.90460 0.0 0.0 0.0 -2.0740
H -4.33547 -0.30893 0.48309 0.0 0.0 0.0 0.1864
C 1.44626 -2.43900 -2.79735 0.0 0.0 0.0 -1.2062
H -1.06257 -3.73357 4.76183 0.0 0.0 0.0 0.4765
C 0.95530 -3.46281 -3.56981 0.0 0.0 0.0 -0.7346
O -2.90286 1.83569 -1.45436 0.1 0.1 0.0 -0.4230
Si 0.09578 -1.65633 4.20158 0.0 0.0 0.0 0.6329
N -1.11619 5.14813 0.57433 0.0 0.0 0.0 -0.6891
H 0.87583 4.29133 2.63596 0.0 0.0 0.0 0.4454
H 2.31290 2.23425 -0.11350 0.0 0.0 0.0 0.0640
H 3.60133 1.35957 -3.13987 0.0 0.0 0.0 0.4928
C 0.71626 -1.47331 5.96509 0.0 0.0 0.0 -1.1361
H 2.56520 -3.74719 4.59989 0.0 0.0 0.0 0.2997
H -1.81702 3.94723 -0.83963 0.0 0.0 0.0 0.1108
H 5.15026 -2.00932 1.92190 0.0 0.0 0.0 0.6283
H -2.97646 -0.64897 -6.43717 0.0 0.0 0.0 0.4555
H -0.20406 5.40606 0.93005 0.0 0.0 0.0 0.1625
N 0.55242 1.03194 1.88834 0.0 0.0 0.2 1.0054
C 3.09201 -3.52479 3.67070 0.0 0.0 0.0 -1.1192
H -0.25701 -1.05979 -4.15859 -0.1 0.0 0.0 0.1693
O -4.30103 3.11205 -0.25724 -0.1 0.0 0.0 -0.6879
H -1.68753 1.23772 -5.30367 0.0 0.0 0.0 -0.0675
C -2.62842 -0.69901 -5.40435 0.0 0.0 0.0 -0.8089
O -1.89213 0.65786 0.52938 0.0 0.1 -0.1 2.6301
C 1.75040 1.28597 3.91990 0.0 0.0 0.0 -0.4106
H 1.58265 -2.09725 6.18611 0.0 0.0 0.0 0.3141
H -0.48859 4.75083 -1.31314 0.0 0.0 0.0 0.2122
N -0.57658 -0.09353 -4.11873 0.0 0.0 0.1 -0.3793
Y -1.10778 0.52203 -1.70914 -0.5 -0.7 -0.1 0.4435
H -1.56416 6.00402 0.25681 0.0 0.0 0.0 0.2689
C -3.08184 1.42144 0.89514 0.0 -0.1 0.0 2.4335
H -1.20909 0.65998 1.23337 0.0 0.0 0.0 -0.7922
C 1.00942 -0.73583 -0.92043 0.2 0.0 0.1 0.7965
H -4.72193 -0.37232 -5.05628 0.0 0.0 0.0 0.4694
H -1.27355 0.42540 4.30306 0.0 0.0 0.0 0.2168
C 4.00407 -0.92558 4.75668 -0.1 0.0 0.0 -1.3419
C -4.18233 0.43627 1.26521 0.0 0.0 0.0 -1.5561
H 2.67537 -4.14978 2.88342 0.0 0.0 0.0 0.3713
H 5.01010 -0.69594 -0.86689 0.0 0.0 0.0 0.5270
H 3.06202 1.08484 0.99601 0.0 0.0 0.0 -0.3431
C -0.92040 3.32202 -3.54846 0.0 0.0 0.0 0.3558
H 4.32264 0.10061 4.56985 0.0 0.0 0.0 0.3725
H -2.32447 -1.74064 -5.24356 0.0 0.0 0.0 0.3766
H -2.20563 -0.99268 4.79115 0.0 0.0 0.0 0.6780
C 4.25966 -1.38056 1.84299 0.0 0.0 0.0 -0.5806
C 3.04764 1.42850 -0.03908 0.0 0.0 0.0 -0.2587
H 4.47513 -1.11708 -2.48720 0.0 0.0 0.0 0.5501
H 3.45160 -0.95592 5.69676 0.0 0.0 0.0 0.3693
Sb 0.35486 -1.68585 0.99044 0.0 0.0 0.0 -0.6696
H -3.76315 -0.07306 -1.65752 0.0 0.0 0.0 0.1462
H 4.13337 -3.82723 3.81318 0.0 0.0 0.0 0.4488
C 0.98473 3.22215 2.74846 0.0 0.0 0.0 -1.0643
H 4.58968 -0.33970 1.82017 0.0 0.0 0.0 0.3248
H 1.07518 -3.94789 -0.28218 0.0 0.0 0.0 0.2777
C -3.80129 -0.34550 -4.47195 0.0 0.0 0.0 -0.6498
C -3.48970 2.21648 -0.36198 0.1 0.0 0.0 -0.9725
Si 2.65533 0.07265 -1.26881 0.0 0.0 0.0 -0.0193
H -5.04725 -1.34362 -3.02164 0.0 0.0 0.0 0.4575
C 0.61819 -1.80963 -1.83048 0.1 0.1 0.0 1.0580
H 2.44117 0.20948 -3.77299 0.0 0.0 0.0 0.3326
C -1.46377 4.34489 -4.29141 0.0 0.0 0.0 0.2221
H -0.91692 -3.61468 3.01296 0.0 0.0 0.0 0.2690
H -1.90487 -0.69100 3.07796 0.0 0.0 0.0 -0.2190
H -0.79224 0.03962 -6.21910 0.0 0.0 0.0 0.5126
H 0.96779 -0.43900 6.20734 0.0 0.0 0.0 0.3036
C 1.41780 -3.54345 0.67078 0.0 0.0 0.0 -1.4340
C -1.39729 0.18620 -5.32057 0.0 0.0 0.0 -0.6873
N -3.22692 -0.81996 -2.09109 0.0 0.1 0.0 -0.3661
H 2.47517 -2.13298 -2.90570 0.0 0.0 0.0 0.2335
C -1.99019 4.03482 -5.56830 -0.1 0.0 0.0 0.0747
Si 3.10902 -1.68636 3.28023 0.0 0.0 0.0 0.2378
C -0.38285 -3.45508 3.95147 0.0 0.0 0.0 -1.1111
C -1.13405 -3.21477 -2.48477 0.0 0.0 0.0 -1.1321
N -0.90018 4.25249 -0.52844 0.0 0.0 0.0 -0.2469
C 4.16371 -1.08027 -1.43938 0.0 0.0 0.0 -1.7118
H -2.38601 1.83421 2.89532 0.0 0.0 0.0 0.3019
H 4.02896 1.85079 -0.27117 0.0 0.0 0.0 0.5631
C 2.61572 0.92048 -2.95916 0.0 0.0 0.0 -1.2925
H -2.13625 3.18472 1.74677 0.0 0.0 0.0 0.2845
H 3.78085 -1.59490 0.89262 0.0 0.0 0.0 -0.5955
H -5.11493 0.97958 1.41321 0.0 0.0 0.0 0.4183
H 4.91099 -1.52250 4.89514 0.0 0.0 0.0 0.4126
H 2.49995 -3.43398 0.63750 0.0 0.0 0.0 0.4200
H -0.05719 2.75585 0.93481 0.0 0.0 0.0 0.5129
H 1.88549 1.72842 -3.02621 0.0 0.0 0.0 0.1990
H -3.71405 0.68569 -4.11283 0.0 0.0 0.0 0.3116
H -2.17094 -3.49592 -2.32798 0.0 0.0 0.0 0.7322
C -2.80159 2.37456 2.04198 0.0 0.0 0.0 -1.5704
H 3.98898 -2.10676 -1.11482 0.0 0.0 0.0 0.4856
C 1.62513 2.65974 3.84158 0.0 0.0 0.0 -1.9881
H 0.26845 0.47139 -4.18929 0.0 0.0 0.0 0.1251
H 2.03032 3.28480 4.62767 0.0 0.0 0.0 0.4163
```
Positions in Å, forces in eV/Å.

The energy above the lowest of the compared OMol25 structures with the same formula, charge and spin is 3.3 kcal/mol. As for the gap between HOMO and LUMO: 7.8 eV. Its molar mass is 938.8 g/mol. Its total energy is -87020.759 eV. The HOMO energy comes out at -0.28392 Eh. Its LUMO energy is 0.0036 Ha.